Record 1
Molecular formula: C7H11N5O3
Method: DFT, wB97M-V/def2-TZVPD

Geometry as ORCA input:
```
! RIJCOSX wB97M-V def2-TZVPD def2/J DEFGRID3
* xyz 0 1
C -3.771 -0.016 1.109
O -2.787 1.056 1.077
C -1.524 0.687 1.261
N -1.345 -0.596 1.610
C -0.111 -1.105 1.523
C 0.917 -0.135 1.454
C 0.652 1.242 1.135
N 1.817 1.958 0.984
O 2.847 1.052 1.226
N 2.267 -0.289 1.566
O 2.993 -1.221 1.883
N -0.612 1.658 1.045
H -4.708 0.534 1.148
H -3.719 -0.621 0.194
H -3.647 -0.662 1.989
H 0.081 -2.158 1.260
C -0.531 -3.838 2.885
N 0.199 -2.590 3.032
C -0.105 -1.846 4.248
H -0.251 -4.284 1.919
H -0.303 -4.545 3.706
H -1.615 -3.607 2.888
H 1.193 -2.627 2.787
H 0.457 -0.901 4.215
H -1.198 -1.660 4.275
H 0.197 -2.433 5.138
*
```

Values from the calculation:
E = -772.6020 hartree
Frontier orbital gap = 0.2736 Ha
LUMO energy = -0.97 eV

---

Record 2
Molecular formula: CF4N2
Method: DFT, wB97M-V/def2-TZVPD

Geometry as ORCA input:
```
! RIJCOSX wB97M-V def2-TZVPD def2/J DEFGRID3
* xyz 0 1
C -2.325 0.281 -0.498
N 2.625 -0.282 -0.283
N 1.523 -0.729 -0.324
F -2.793 -0.861 -0.147
F -2.513 1.079 0.462
F 3.143 0.816 0.361
F 0.339 -0.303 0.429
*
```

Values from the calculation:
E = -546.8138 hartree
Frontier orbital gap = 0.3807 Ha
LUMO energy = -0.44 eV

---

Record 3
Molecular formula: C37H39N3O4SSiW
Method: DFT, wB97M-V/def2-TZVPD

Geometry as ORCA input:
```
! RIJCOSX wB97M-V def2-TZVPD def2/J DEFGRID3
* xyz 2 1
W -0.350 0.583 -0.459
O 1.623 0.036 -0.064
C 1.997 -0.184 1.365
C 0.666 -0.547 2.036
O 0.575 -1.002 3.130
O -0.433 -0.279 1.284
C 2.527 1.125 1.928
C 3.131 2.056 1.090
C 3.684 3.215 1.620
C 3.630 3.453 2.984
C 3.031 2.521 3.822
C 2.486 1.358 3.300
C 2.968 -1.340 1.383
C 4.306 -1.163 1.713
C 5.178 -2.243 1.660
C 4.720 -3.493 1.275
C 3.381 -3.674 0.946
C 2.508 -2.603 1.004
H 2.283 -0.389 -0.632
H 3.192 1.879 0.024
H 4.167 3.927 0.962
H 4.065 4.353 3.396
H 2.997 2.692 4.889
H 2.042 0.629 3.965
H 4.673 -0.194 2.022
H 6.217 -2.103 1.925
H 5.402 -4.332 1.241
H 3.021 -4.654 0.663
H 1.456 -2.757 0.778
C -2.409 4.401 -0.226
Si -0.798 3.792 0.461
C -0.941 2.990 2.128
C 0.544 5.060 0.389
N -0.327 2.435 -0.656
C -0.069 2.539 -2.061
C 1.179 2.911 -2.577
C 1.372 2.866 -3.944
C 0.350 2.440 -4.796
C -0.886 2.083 -4.290
C -1.106 2.145 -2.915
H -2.818 5.182 0.419
H -3.151 3.603 -0.297
H -2.282 4.832 -1.221
H -1.279 3.749 2.840
H 0.030 2.631 2.479
H -1.654 2.165 2.177
H 0.318 5.853 1.106
H 0.627 5.523 -0.596
H 1.510 4.631 0.661
H 1.967 3.231 -1.906
H 2.326 3.167 -4.355
H 0.521 2.410 -5.863
H -1.682 1.779 -4.957
H -2.077 1.940 -2.481
C -3.638 -5.928 1.874
C -3.538 -4.465 1.558
C -4.082 -3.949 0.377
C -4.029 -2.596 0.099
C -3.415 -1.744 1.016
C -2.849 -2.233 2.189
C -2.918 -3.591 2.450
S -3.252 -0.021 0.737
C -4.836 0.455 0.083
O -2.356 0.100 -0.566
H -3.970 -6.503 1.013
H -4.355 -6.087 2.682
H -2.680 -6.323 2.212
H -4.568 -4.618 -0.322
H -4.459 -2.218 -0.819
H -2.352 -1.564 2.880
H -2.487 -3.978 3.365
H -5.057 -0.098 -0.826
H -4.787 1.523 -0.122
H -5.580 0.259 0.854
N 0.527 -4.797 -5.588
C 0.375 -3.957 -4.821
C 0.178 -2.908 -3.858
C -0.633 -3.121 -2.750
C -0.803 -2.096 -1.842
N -0.190 -0.910 -1.990
C 0.604 -0.706 -3.060
C 0.802 -1.672 -4.021
H -1.132 -4.067 -2.596
H -1.449 -2.215 -0.980
H 1.078 0.267 -3.131
H 1.439 -1.470 -4.870
*
```

Values from the calculation:
E = -2652.9250 hartree
Frontier orbital gap = 0.2574 Ha
LUMO energy = -6.25 eV

---

Computed values of energy above the lowest of the compared OMol25 structures with the same formula, charge and spin (unit: kJ/mol) for the preceding records, in sequence: 399.9; 156.0; 0.0.